No. 1
The following is a DFT calculation (ωB97M-V with the def2-TZVPD basis set) of a molecular structure, C41H35IrN4SSbTe at a distorted geometry.

```
84
Properties=species:S:1:pos:R:3
Ir 0.3120 -1.1326 0.4450
S 6.6919 -1.7765 4.0787
N 6.4269 -1.6101 2.5022
C 5.1140 -1.6425 2.3386
C 4.4175 -1.5275 1.0667
C 5.0312 -1.4522 -0.1871
C 4.2382 -1.3857 -1.3164
C 2.8535 -1.3566 -1.1848
N 2.2670 -1.4086 0.0116
C 3.0319 -1.5162 1.1188
C 2.3084 -1.6758 2.3474
N 0.9548 -1.6795 2.2298
C 0.2072 -1.9249 3.3110
C 0.7859 -2.1675 4.5526
C 2.1578 -2.1174 4.6906
C 2.9447 -1.8645 3.5623
C 4.3992 -1.8061 3.5496
N 5.1807 -1.8941 4.6141
H 6.1125 -1.4620 -0.2495
H 4.6735 -1.3613 -2.3060
H 2.2074 -1.3034 -2.0512
H -0.8640 -1.9189 3.1877
H 0.1468 -2.3950 5.3946
H 2.6384 -2.2745 5.6487
C 3.1194 2.4735 -1.9161
C 2.6643 3.4676 -0.8785
C 3.2625 4.7143 -0.7620
C 2.8626 5.6138 0.2219
C 1.8457 5.2934 1.1096
C 1.2179 4.0605 1.0199
C 1.6236 3.1839 0.0135
Sb 0.4883 1.4593 -0.2637
C -0.4533 1.6465 -2.1093
C -0.5558 2.9246 -2.6539
C -1.2181 3.0839 -3.8612
C -1.7290 1.9728 -4.5216
C -1.5937 0.7024 -3.9824
C -0.9469 0.5209 -2.7635
C -0.8395 -0.8663 -2.2086
C -0.8922 1.4858 1.3406
C -0.3319 1.1219 2.5782
C -1.0946 1.1423 3.7354
C -2.4235 1.5312 3.6588
C -2.9796 1.9016 2.4385
C -2.2460 1.8816 1.2580
C -2.9064 2.3055 -0.0275
H 3.9517 2.8612 -2.4993
H 2.3160 2.2347 -2.6213
H 3.4555 1.5446 -1.4434
H 4.0585 4.9842 -1.4451
H 3.3604 6.5713 0.3005
H 1.5319 6.0013 1.8648
H 0.4202 3.8083 1.7054
H -0.1247 3.7843 -2.1535
H -1.3180 4.0709 -4.2932
H -2.2167 2.0936 -5.4800
H -1.9849 -0.1546 -4.5197
H -0.7082 -1.6229 -2.9809
H -1.7404 -1.1202 -1.6582
H 0.0954 -0.9733 -1.5536
H 0.7278 0.9016 2.6518
H -0.6514 0.8802 4.6880
H -3.0300 1.5711 4.5550
H -4.0118 2.2301 2.4055
H -3.9244 2.6404 0.1595
H -2.9508 1.4880 -0.7517
H -2.3698 3.1296 -0.4996
C -3.5842 -2.0805 0.2204
Te -1.6880 -2.9253 0.6875
C -1.8273 -4.0301 -1.1191
C -3.2340 -3.7791 -1.6157
C -3.6994 -4.4867 -2.7236
C -4.9933 -4.2952 -3.1722
C -5.8312 -3.3989 -2.5212
C -5.3715 -2.6865 -1.4291
C -4.0664 -2.8734 -0.9750
H -3.5137 -1.0088 0.0271
H -4.1957 -2.2212 1.1104
H -1.6461 -5.0670 -0.8419
H -1.0587 -3.7309 -1.8300
H -3.0522 -5.1962 -3.2258
H -5.3559 -4.8552 -4.0238
H -6.8498 -3.2647 -2.8598
H -6.0297 -1.9920 -0.9203
```

Results
Spin multiplicity: 1
Net charge: +3
E_HOMO (spin up / spin down): -16.0 / -16.0 eV
Energy above the lowest of the compared OMol25 structures with the same formula, charge and spin: 118.1 kJ/mol
Energy: -2812.2400 Ha
F_max: 2.5 eV Å⁻¹
LUMO (spin up / spin down): -10.4 / -10.4 eV
HOMO-LUMO gap (spin up / spin down): 0.207 / 0.207 hartree

No. 2
The following is a DFT calculation (ωB97M-V with the def2-TZVPD basis set) of a gas-phase ion, C5H8N (charge +1) at a distorted geometry.

```
14
Properties=species:S:1:pos:R:3
C -0.2031 1.0165 -0.9214
C -0.4329 -0.3463 -0.5084
C 1.4965 1.7970 0.6567
C 0.6530 2.0051 -0.3484
C -1.1720 -2.2723 0.6754
N -1.0939 -0.8643 0.4447
H -0.5561 1.2908 -1.8464
H -0.1004 -0.9081 -1.3023
H 2.1971 2.4708 1.2128
H 1.6643 0.6754 0.7085
H 0.7718 2.9659 -0.9155
H -1.1060 -2.3802 1.7090
H -1.8906 -2.6751 0.0500
H -0.2276 -2.7753 0.3852
```

Results
Spin multiplicity: 1
Net charge: +1
E_HOMO (spin up / spin down): -14.5 / -14.5 eV
Energy above the lowest of the compared OMol25 structures with the same formula, charge and spin: 472.5 kJ/mol
Energy: -249.6452 Ha
F_max: 3.9 eV Å⁻¹
LUMO (spin up / spin down): -7.4 / -7.4 eV
HOMO-LUMO gap (spin up / spin down): 0.259 / 0.259 hartree

No. 3
The following is a DFT calculation (ωB97M-V with the def2-TZVPD basis set) of a gas-phase ion, C5H11N2O (charge -1) at a distorted geometry.

```
19
Properties=species:S:1:pos:R:3
C 1.6122 1.4830 -1.5457
N 0.6279 2.1689 -1.1743
C -0.0796 1.7857 0.0672
C 0.2114 0.4456 0.7149
C -0.5978 -0.6444 -0.0323
N -1.9796 -0.7038 0.3979
C 0.1586 -2.0660 0.2735
O -0.3168 -2.5528 1.4227
H 2.1465 1.7384 -2.4595
H 1.9701 0.5392 -1.1216
H 0.1425 2.5333 0.8459
H -1.1348 1.9164 -0.2041
H 1.2462 0.1120 0.8257
H -0.2297 0.4038 1.7395
H -0.6491 -0.3545 -1.0955
H -2.0465 -0.5983 1.4027
H -2.2801 -1.6644 0.2578
H -0.0591 -2.6821 -0.6501
H 1.2578 -1.8600 0.3352
```

Results
Spin multiplicity: 1
Net charge: -1
E_HOMO: -2.4 eV
SMILES: C=NCC[C@H](N)C[O-]
Energy above the lowest of the compared OMol25 structures with the same formula, charge and spin: 95.5 kJ/mol
Energy: -381.8088 Ha
F_max: 2.4 eV Å⁻¹
LUMO: 3.8 eV
HOMO-LUMO gap: 0.230 hartree